Version a
The following is a quantum chemistry calculation of the ion C5H14N2 with charge +2, from OMol25.

SMILES string   C=C([NH3+])C[C@@H](C)[NH3+]
LUMO level   -8.0 eV
HOMO-LUMO gap   10.647 eV

```
! wB97M-V def2-TZVPD RIJCOSX def2/J DEFGRID3
* xyz 2 1
C -0.95236 -2.14421 -1.19749
C -0.75758 -0.83613 -0.44499
C 0.63796 -0.59431 0.07017
C 0.75657 0.96711 0.39198
C -0.05384 1.94157 -0.13824
N 2.14692 1.44695 0.57093
N -1.75976 -0.69049 0.81580
H -2.05989 -2.37618 -1.36325
H -0.50202 -1.83256 -2.19063
H -0.44722 -3.10667 -0.91569
H -0.90471 -0.05633 -1.23298
H 1.15374 -1.17432 0.83703
H 1.30957 -0.57724 -0.84659
H 0.30977 2.92522 -0.57470
H -1.16110 1.99323 -0.20461
H 2.32763 2.41011 0.89897
H 2.36986 1.48004 -0.48276
H 2.94878 0.94900 1.03901
H -1.41981 -1.34183 1.57156
H -2.71363 -0.86609 0.61441
H -1.70561 0.27414 1.05460
*
```

Charge distribution, Mulliken scheme, values in e: -1.288 -0.008 -0.628 0.390 -0.974 -0.313 -0.250 0.358 0.384 0.330 0.315 0.419 0.419 0.263 0.237 0.391 0.469 0.381 0.390 0.380 0.337

Version b
The following is a quantum chemistry calculation of the ion C5H14N2 with charge +2, from OMol25.

SMILES string   C[C@@H]([NH3+])C/C=C/[NH3+]
LUMO level   -6.9 eV
HOMO-LUMO gap   11.620 eV

```
! wB97M-V def2-TZVPD RIJCOSX def2/J DEFGRID3
* xyz 2 1
C -0.27571 2.14139 -0.78782
C 0.28769 0.77853 -1.20498
C 0.63931 -0.11147 0.01966
C -0.46008 -0.94907 0.60048
C -0.39136 -1.32581 1.87940
N -1.47699 -2.26154 2.33401
N 1.49314 0.95472 -2.06170
H 0.01394 3.01065 -1.38858
H 0.13167 2.39508 0.19181
H -1.35658 2.19751 -0.87204
H -0.41175 0.22581 -1.82519
H 1.42537 -0.77363 -0.37628
H 1.11646 0.47645 0.80626
H -1.14257 -1.46532 -0.06932
H 0.08265 -0.78681 2.68555
H -1.72796 -2.88746 1.54653
H -1.22002 -3.00711 3.00015
H -2.34145 -1.75122 2.50588
H 2.21709 1.59375 -1.69933
H 2.09775 0.15620 -2.31251
H 1.29943 1.38933 -2.97197
*
```

Charge distribution, Mulliken scheme, values in e: -1.349 0.255 -0.863 -0.215 -0.292 -0.322 -0.387 0.451 0.334 0.347 0.419 0.315 0.412 0.246 0.387 0.383 0.385 0.374 0.376 0.362 0.382

Version c
The following is a quantum chemistry calculation of a structure of composition C5H14N2, from OMol25.

LUMO level   -7.6 eV
HOMO-LUMO gap   11.885 eV

```
! wB97M-V def2-TZVPD RIJCOSX def2/J DEFGRID3
* xyz 2 1
C 0.60457 2.06471 1.45415
C 0.00824 0.90380 0.69016
C 0.39655 0.56673 -0.72799
C -0.17394 -0.78686 -1.11875
C 0.40279 -1.73822 -1.82084
N -1.70251 -0.71062 -1.29933
N 0.56180 -0.56020 1.69063
H 0.44121 2.01661 2.52519
H 0.21797 2.98138 1.00783
H 1.66999 1.86852 1.29660
H -1.00396 0.66578 1.01209
H 1.47930 0.46689 -0.71024
H -0.02322 1.36148 -1.35350
H -0.10128 -2.52646 -2.37370
H 1.46031 -1.75689 -2.06533
H -2.23216 -0.42251 -0.47571
H -1.80345 -0.11654 -2.12499
H -2.09898 -1.63067 -1.52092
H 1.00592 -0.35221 2.59326
H -0.27734 -1.02545 2.04502
H 1.16819 -1.26928 1.27637
*
```

Charge distribution, Mulliken scheme, values in e: -1.220 0.014 -0.423 0.455 -0.956 -0.262 -0.536 0.402 0.347 0.372 0.378 0.409 0.341 0.280 0.284 0.316 0.390 0.392 0.343 0.348 0.324

Of them, the most stable is version b and the least stable is version a.

Version a
The following is a quantum chemistry calculation of the ion C4H9NP with charge +1, from OMol25.

SMILES string   C/C=P/[C@H]1C[NH2+]1
LUMO level   -4.1 eV
HOMO-LUMO gap   8.728 eV

```
! wB97M-V def2-TZVPD RIJCOSX def2/J DEFGRID3
* xyz 1 1
C -1.66783 -0.25034 -0.04055
C 2.33742 0.06740 -0.72536
C 1.06254 -0.17949 -0.02040
C -3.08949 0.09901 -0.00670
N 2.27502 0.23936 0.72392
P -0.36309 1.04842 -0.06697
H -1.38087 -1.28728 -0.05241
H 2.92925 -0.76200 -1.08629
H 2.45861 0.97520 -1.30218
H 0.79352 -1.21477 0.15245
H -3.56291 -0.38795 0.85166
H -3.59941 -0.28932 -0.89049
H -3.25207 1.17201 0.05492
H 2.76151 -0.42324 1.32687
H 2.29780 1.19300 1.08153
*
```

Charge distribution, Mulliken scheme, values in e: -0.017 -0.416 -0.090 -1.001 -0.217 0.011 0.275 0.272 0.288 0.347 0.305 0.306 0.332 0.295 0.309

Version b
The following is a quantum chemistry calculation of the ion C4H9NP with charge +1, from OMol25.

LUMO level   -6.3 eV
HOMO-LUMO gap   7.201 eV

```
! wB97M-V def2-TZVPD RIJCOSX def2/J DEFGRID3
* xyz 1 1
C 0.33552 0.48597 -1.10486
C -0.39508 -1.29686 0.52266
C 0.71275 -0.22466 0.22189
C -1.12008 0.41966 -1.31829
N 0.83681 0.65063 1.33940
P -1.83965 -0.91779 -0.54970
H 0.68587 1.52272 -1.12369
H 0.86514 -0.00990 -1.92762
H -0.01799 -2.29725 0.29822
H -0.65372 -1.27692 1.58392
H 1.65695 -0.75901 0.10068
H -1.60435 1.08637 -2.01124
H 0.38076 1.54664 1.28595
H 1.73291 0.69323 1.79374
H -3.00673 -0.47115 0.06241
*
```

Charge distribution, Mulliken scheme, values in e: -0.904 -0.811 0.235 -0.052 -0.563 0.076 0.416 0.358 0.379 0.448 0.408 0.409 0.207 0.231 0.163

Of them, the most stable is version b and the least stable is version a.

Version a
The following is a quantum chemistry calculation of the molecule C2HCl2NO, from OMol25.

SMILES string   [H]/N=C(\Cl)C(=O)Cl
LUMO level   0.0 eV
HOMO-LUMO gap   10.516 eV

```
! wB97M-V def2-TZVPD RIJCOSX def2/J DEFGRID3
* xyz 0 1
C 0.47746 -0.06190 -0.11806
C -0.78847 -0.25975 0.71200
N 1.01813 1.03661 -0.37775
O -0.82786 -0.72992 1.80423
Cl 0.67470 -1.69943 -0.77385
Cl -2.15337 0.31974 -0.16896
H 1.59942 1.39464 -1.07763
*
```

Charge distribution, Mulliken scheme, values in e: 0.469 0.405 -0.479 -0.388 -0.155 -0.115 0.262

Version b
The following is a quantum chemistry calculation of the molecule C2HCl2NO, from OMol25.

SMILES string   O=CN=C(Cl)Cl
LUMO level   -0.1 eV
HOMO-LUMO gap   10.481 eV

```
! wB97M-V def2-TZVPD RIJCOSX def2/J DEFGRID3
* xyz 0 1
C -0.50884 0.47977 1.14187
C 0.56636 -0.40160 -0.88258
N 0.52303 0.00986 0.31549
O -0.46431 1.56806 1.65850
Cl 1.93771 -1.24285 -1.38678
Cl -0.73372 -0.15062 -2.09023
H -1.32023 -0.26263 1.24375
*
```

Charge distribution, Mulliken scheme, values in e: 0.159 0.529 -0.333 -0.450 -0.092 -0.132 0.319

Of them, the most stable is version b and the least stable is version a.